Entry from the Open Molecules 2025 dataset: one molecule with the formula C2H2S2 in a non-equilibrium geometry (wB97M-V/def2-TZVPD).

Geometry as XYZ:
```
6
Properties=species:S:1:pos:R:3:forces:R:3
C -0.26414 0.21544 0.42902 0.479 -0.448 0.251
C 0.66863 -0.36948 -0.11853 -1.865 0.895 -0.250
S -1.80930 0.72341 1.09074 0.659 -0.950 -1.144
S 1.75053 -1.12426 -1.21730 0.820 -0.311 1.842
H -1.52034 1.43425 2.17221 0.754 0.250 0.170
H 1.17461 -0.87936 -2.35613 -0.847 0.565 -0.869
```
Forces are in eV/Å.

charge	0
max |F|	2.1	eV/Å
Kohn-Sham gap	9.2181	eV
LUMO energy	0.57	eV
relative energy (zero: lowest compared OMol25 entry of this formula, charge and spin)	29.6	kcal/mol